Arrangement A

The following is a DFT calculation (wB97M-V/def2-TZVPD) of 2 unconnected molecules or ions with the total composition CH4O3S.

Geometry as XYZ:
```
9
CH4O3S (wB97M-V/def2-TZVPD)
C -1.55 0.21 -0.46
O 0.07 1.95 0.69
O 2.63 -0.80 0.66
O 1.55 -1.06 -0.17
S -0.04 1.27 -0.60
H -1.54 -0.10 0.55
H -1.40 -0.60 -1.20
H -2.47 0.76 -0.70
H 2.74 -1.63 1.23
```

HOMO (spin up / spin down) (eV): -8.0 / -8.1
Orbital gap (spin up / spin down) (eV): 5.49 / 5.49
Charge: 0
LUMO (spin up / spin down) (Ha): -0.094 / -0.094


Arrangement B

The following is a DFT calculation (wB97M-V/def2-TZVPD) of 2 unconnected molecules or ions with the total composition CH4O3S.

Geometry as XYZ:
```
9
CH4O3S (wB97M-V/def2-TZVPD)
O -0.88 0.34 1.05
C -1.42 0.20 0.01
O -1.09 -0.83 -0.78
O -2.29 1.07 -0.44
H -0.14 -1.21 -0.52
H -2.78 0.66 -1.22
S 3.11 0.44 0.43
H 2.43 0.03 1.59
H 3.06 -0.70 -0.13
```

SMILES string: O=C(O)O.S
HOMO (eV): -9.8
Orbital gap (eV): 10.07
Charge: 0
LUMO (Ha): 0.009


Name the most stable of them. arrangement B.


Arrangement A

The following is a DFT calculation (wB97M-V/def2-TZVPD) of 2 unconnected molecules or ions with the total composition C5H12NO2.

Geometry as XYZ:
```
20
C5H12NO2 (wB97M-V/def2-TZVPD)
O -0.11 1.14 2.19
C -0.80 0.24 2.07
C -0.98 -0.39 0.64
N -0.47 0.45 -0.42
C 0.28 -0.44 -1.47
C 0.14 -1.76 -0.89
C -0.18 -1.73 0.62
H -1.14 -0.34 2.89
H -2.08 -0.80 0.53
H -1.12 1.12 -0.93
H 0.28 1.13 0.07
H -0.17 -0.36 -2.46
H 1.32 0.03 -1.54
H 0.83 -2.53 -1.07
H -0.82 -2.30 -1.22
H 0.63 -1.62 1.33
H -0.73 -2.67 1.02
H 2.05 2.60 -1.31
H 1.71 2.13 -2.76
O 1.58 1.99 -1.87
```

HOMO (eV): -14.4
Orbital gap (eV): 11.28
Charge: +1
LUMO (Ha): -0.115


Arrangement B

The following is a DFT calculation (wB97M-V/def2-TZVPD) of 2 unconnected molecules or ions with the total composition C5H12NO2.

Geometry as XYZ:
```
20
C5H12NO2 (wB97M-V/def2-TZVPD)
O 1.82 0.23 1.25
C 0.88 0.85 1.71
C -0.04 1.54 0.78
C -1.29 0.82 0.27
C -1.13 -0.62 -0.10
C -1.14 -1.74 0.63
N -0.51 -0.76 -1.49
H 0.92 1.16 2.78
H 0.50 1.95 -0.13
H -0.40 2.56 1.19
H -1.99 0.82 1.13
H -1.82 1.36 -0.54
H -0.74 -2.70 0.41
H -1.55 -1.58 1.63
H 0.43 -0.34 -1.49
H -1.07 -0.34 -2.24
H -0.38 -1.75 -1.71
H 2.83 -0.79 -2.04
H 2.55 -0.11 -0.65
O 2.15 -0.56 -1.40
```

HOMO (eV): -13.9
Orbital gap (eV): 10.67
Charge: +1
LUMO (Ha): -0.119


Name the most stable of them. arrangement B.


Arrangement A

The following is a DFT calculation (wB97M-V/def2-TZVPD) of a molecular structure, C21H26ClN3O3.

Geometry as XYZ:
```
54
C21H26ClN3O3 (wB97M-V/def2-TZVPD)
C 1.19 1.83 1.26
C -0.02 1.06 1.83
C -1.39 0.87 1.35
N -1.89 0.09 2.18
C -0.93 -0.04 3.15
C -1.12 -1.09 4.15
C -0.02 -1.40 5.05
C -0.51 -2.01 6.18
C -1.74 -2.62 6.31
C -2.69 -2.49 5.48
C -2.62 -1.74 4.20
H -3.34 -1.41 3.49
H -3.57 -2.83 5.68
Cl -2.06 -3.80 7.69
H 0.29 -2.18 6.94
H 0.84 -0.93 4.90
O 0.33 0.36 2.92
C -1.90 1.45 0.04
N -2.35 0.64 -1.03
C -1.23 0.57 -2.23
C -0.06 -0.18 -2.01
C 0.82 -0.37 -3.43
O 0.64 -1.18 -4.17
N 1.66 0.68 -3.55
C 1.68 2.08 -2.56
H 1.27 1.81 -1.56
C 3.57 1.92 -2.10
O 4.04 1.93 -3.38
C 4.01 0.84 -4.32
H 4.60 1.00 -5.08
C 2.32 0.92 -4.67
H 2.18 0.18 -5.26
H 2.16 1.79 -5.17
H 4.27 0.01 -3.74
H 3.76 2.75 -1.56
H 3.47 0.83 -1.71
H 1.61 3.01 -2.97
H 0.63 -0.24 -1.17
C -0.61 -1.72 -1.82
C -1.60 -1.81 -0.79
C -2.58 -0.84 -0.74
H -3.24 -0.85 -0.13
H -3.20 -0.98 -1.76
H -1.86 -2.68 -0.51
H -1.08 -1.43 0.21
H 0.24 -2.41 -1.44
H -1.01 -2.04 -2.58
H -0.81 1.68 -2.12
H -1.90 0.43 -3.07
H -1.47 2.38 -0.42
H -3.05 1.80 0.45
H 1.87 1.33 0.77
H 1.48 2.44 2.23
H 0.92 2.59 0.59
```

HOMO (eV): -7.6
Orbital gap (eV): 7.30
Charge: 0
LUMO (Ha): -0.009


Arrangement B

The following is a DFT calculation (wB97M-V/def2-TZVPD) of a molecular structure, C21H26ClN3O3.

Geometry as XYZ:
```
54
C21H26ClN3O3 (wB97M-V/def2-TZVPD)
C -5.45 -1.77 -0.51
C -3.94 -2.30 -0.45
O -3.55 -3.24 -0.97
N -3.26 -1.49 0.28
C -1.93 -1.73 0.46
C -1.20 -2.67 0.21
C 0.11 -2.73 0.64
C 0.74 -1.57 1.12
C -0.11 -0.54 1.62
C -1.36 -0.60 1.40
H -2.08 0.45 1.81
H 0.27 0.30 2.22
O 2.10 -1.68 1.49
C 3.05 -2.30 1.11
C 3.32 -2.20 -0.56
O 3.94 -3.35 -0.79
H 4.92 -3.53 -0.45
C 4.12 -0.96 -0.69
N 3.59 0.47 -0.89
C 3.27 1.12 0.55
C 2.87 2.52 0.04
N 1.61 2.69 -0.52
C 0.46 2.78 -0.06
C -0.72 2.14 -0.54
C -1.92 2.46 -0.43
C -2.04 3.06 0.95
C -1.00 3.42 1.56
C 0.29 3.59 1.01
H 1.00 3.88 1.65
H -1.11 4.15 2.53
H -3.11 3.30 1.30
Cl -3.30 1.54 -1.11
H -0.54 1.51 -1.57
C 1.93 1.75 -1.94
H 1.07 1.91 -2.58
C 2.33 0.61 -1.60
H 2.50 -0.11 -2.75
H 1.42 -0.04 -0.86
H 2.80 2.38 -2.38
H 2.67 3.19 1.17
H 3.81 2.93 -0.27
H 4.09 1.11 1.23
H 2.41 0.58 1.08
H 4.52 -1.24 -1.74
H 4.88 -0.76 -0.14
H 2.55 -2.23 -1.00
H 2.80 -3.54 1.26
H 4.07 -2.36 1.70
H 0.83 -3.33 0.00
H -1.70 -3.30 -0.40
H -3.73 -0.56 0.59
H -6.05 -2.41 -1.27
H -5.30 -0.72 -1.16
H -5.91 -1.77 0.47
```

HOMO (eV): -7.8
Orbital gap (eV): 8.40
Charge: 0
LUMO (Ha): 0.021


Name the most stable of them. arrangement A.


Arrangement A

The following is a DFT calculation (wB97M-V/def2-TZVPD) of a single C2F2O2S molecule.

Geometry as XYZ:
```
7
C2F2O2S (wB97M-V/def2-TZVPD)
O 0.05 0.47 -1.57
C 0.07 -0.12 -0.55
O 0.94 -0.78 0.09
F 2.36 -0.67 -0.28
C -1.14 -0.04 0.40
F -0.65 -0.49 1.66
S -2.56 0.46 0.02
```

SMILES string: O=C(OF)C(F)=S
HOMO (eV): -10.7
Orbital gap (eV): 8.87
Charge: 0
LUMO (Ha): -0.068


Arrangement B

The following is a DFT calculation (wB97M-V/def2-TZVPD) of 2 unconnected molecules or ions with the total composition C2F2O2S.

Geometry as XYZ:
```
7
C2F2O2S (wB97M-V/def2-TZVPD)
C -0.33 -0.37 -0.09
C 1.04 0.05 0.14
O -0.50 -1.25 -0.85
O -1.11 0.41 0.64
F 0.95 1.62 -0.80
F -2.46 0.03 0.48
S 2.41 -0.50 0.49
```

HOMO (eV): -11.2
Orbital gap (eV): 9.18
Charge: 0
LUMO (Ha): -0.073


Name the most stable of them. arrangement A.


Arrangement A

The following is a DFT calculation (wB97M-V/def2-TZVPD) of 2 unconnected molecules or ions with the total composition C4H12OS2.

Geometry as XYZ:
```
19
C4H12OS2 (wB97M-V/def2-TZVPD)
C 1.32 2.77 0.17
C 0.51 1.84 1.08
S -1.11 1.29 0.36
S -0.52 -0.49 -0.62
C -1.15 -0.09 -2.28
C -0.52 -0.95 -3.36
H 2.17 2.22 -0.23
H 0.73 3.02 -0.71
H 1.62 3.68 0.67
H 1.02 0.93 1.36
H 0.18 2.29 2.01
H -0.90 0.94 -2.56
H -2.24 -0.17 -2.27
H -0.99 -0.63 -4.29
H 0.56 -0.98 -3.32
H -0.93 -1.97 -3.37
O 2.34 -4.39 4.47
H 2.57 -3.55 4.05
H 3.06 -4.51 5.09
```

SMILES string: CCSSCC.O
HOMO (eV): -8.3
Orbital gap (eV): 8.94
Charge: 0
LUMO (Ha): 0.024


Arrangement B

The following is a DFT calculation (wB97M-V/def2-TZVPD) of 2 unconnected molecules or ions with the total composition C4H12OS2.

Geometry as XYZ:
```
19
C4H12OS2 (wB97M-V/def2-TZVPD)
C -1.72 -2.05 -1.01
C -0.88 -0.73 -1.11
C 0.31 -0.64 -0.17
S -0.19 -0.69 1.62
S -1.17 1.16 1.89
C -0.23 1.68 3.29
H -1.26 -3.06 -1.37
H -2.86 -1.83 -1.39
H -2.02 -2.39 -0.06
H -1.73 -0.04 -0.84
H -0.51 -0.57 -2.22
H 1.09 0.07 -0.27
H 0.86 -1.68 -0.28
H -0.30 0.99 4.21
H -0.63 2.57 3.76
H 0.89 1.70 2.98
O 3.14 1.68 -3.18
H 3.21 2.11 -2.27
H 4.02 1.70 -3.57
```

SMILES string: CCCSSC.O
HOMO (eV): -8.3
Orbital gap (eV): 8.94
Charge: 0
LUMO (Ha): 0.024


Arrangement C

The following is a DFT calculation (wB97M-V/def2-TZVPD) of 2 unconnected molecules or ions with the total composition C4H12OS2.

Geometry as XYZ:
```
19
C4H12OS2 (wB97M-V/def2-TZVPD)
C -1.37 2.02 -1.50
C -1.22 0.70 -0.75
C -0.10 0.72 0.27
S 1.57 0.89 -0.45
S 1.75 -0.92 -1.46
C 3.20 -1.55 -0.61
H -1.75 2.86 -0.93
H -1.90 1.87 -2.42
H -0.41 2.41 -1.88
H -1.01 0.00 -1.56
H -2.15 0.45 -0.26
H -0.06 -0.05 1.04
H -0.18 1.66 0.82
H 4.06 -0.90 -0.72
H 3.53 -2.48 -1.08
H 2.99 -1.66 0.44
O -2.53 -1.87 3.40
H -1.63 -2.23 3.34
H -2.79 -1.94 4.32
```

SMILES string: CCCSSC.O
HOMO (eV): -8.3
Orbital gap (eV): 9.02
Charge: 0
LUMO (Ha): 0.025


Arrangement D

The following is a DFT calculation (wB97M-V/def2-TZVPD) of 2 unconnected molecules or ions with the total composition C4H12OS2.

Geometry as XYZ:
```
19
C4H12OS2 (wB97M-V/def2-TZVPD)
C 0.62 1.57 2.39
C 0.69 1.42 0.86
S 1.40 -0.15 0.32
S -0.18 -1.43 0.60
C -1.12 -1.26 -0.95
C -1.39 -2.60 -1.60
H -0.41 1.53 2.73
H 1.00 2.55 2.69
H 1.21 0.80 2.87
H 1.32 2.22 0.44
H -0.28 1.53 0.43
H -2.05 -0.73 -0.76
H -0.51 -0.61 -1.58
H -1.75 -2.51 -2.63
H -2.14 -3.15 -1.04
H -0.48 -3.20 -1.60
O -0.57 3.31 -2.08
H 0.08 3.18 -1.38
H -0.81 2.44 -2.40
```

SMILES string: CCSSCC.O
HOMO (eV): -9.0
Orbital gap (eV): 9.65
Charge: 0
LUMO (Ha): 0.023


Name the most stable of them. arrangement D.


Arrangement A

The following is a DFT calculation (wB97M-V/def2-TZVPD) of 2 unconnected molecules or ions with the total composition C2H8NOS.

Geometry as XYZ:
```
13
C2H8NOS (wB97M-V/def2-TZVPD)
C 0.48 0.58 1.54
C 0.41 0.35 0.00
S -1.29 0.30 -0.60
N -0.20 -0.50 2.30
H -0.01 1.54 1.70
H 1.49 0.64 1.94
H 0.92 -0.62 -0.17
H 1.04 1.12 -0.46
H 0.41 -1.30 2.17
H -1.08 -0.66 1.81
H -0.26 -0.11 -3.92
H -1.10 -0.50 -2.72
O -0.80 -0.85 -3.59
```

HOMO (eV): -2.9
Orbital gap (eV): 7.11
Charge: -1
LUMO (Ha): 0.155


Arrangement B

The following is a DFT calculation (wB97M-V/def2-TZVPD) of 2 unconnected molecules or ions with the total composition C2H8NOS.

Geometry as XYZ:
```
13
C2H8NOS (wB97M-V/def2-TZVPD)
C -0.66 -1.19 -0.66
C -0.41 -0.36 0.55
S -1.36 1.16 0.69
N -0.11 -0.41 -1.87
H -1.75 -1.49 -0.91
H -0.12 -2.15 -0.89
H 0.68 -0.05 0.60
H -0.51 -1.10 1.49
H -0.08 0.56 -1.76
H -0.40 -0.79 -2.83
H 1.78 2.23 1.24
H 1.08 1.54 2.16
O 1.87 2.04 2.16
```

HOMO (eV): -2.7
Orbital gap (eV): 6.96
Charge: -1
LUMO (Ha): 0.157


Name the most stable of them. arrangement A.


Arrangement A

The following is a DFT calculation (wB97M-V/def2-TZVPD) of 2 unconnected molecules or ions with the total composition C2H8NOS.

Geometry as XYZ:
```
13
C2H8NOS (wB97M-V/def2-TZVPD)
C 0.76 0.41 -1.18
C 0.17 1.03 0.10
S -1.63 0.87 0.32
N 0.22 -0.91 -1.54
H 0.58 1.06 -2.02
H 1.84 0.31 -1.04
H 0.69 0.54 0.94
H 0.45 2.09 0.10
H -0.12 -1.34 -0.68
H -0.68 -0.74 -1.98
H -1.31 -0.81 1.86
H -0.07 -1.03 2.69
O -0.89 -1.48 2.44
```

HOMO (eV): -2.9
Orbital gap (eV): 7.13
Charge: -1
LUMO (Ha): 0.155


Arrangement B

The following is a DFT calculation (wB97M-V/def2-TZVPD) of 2 unconnected molecules or ions with the total composition C2H8NOS.

Geometry as XYZ:
```
13
C2H8NOS (wB97M-V/def2-TZVPD)
C -0.96 1.02 1.16
C -0.24 1.21 -0.17
S 0.82 -0.22 -0.59
N -1.83 -0.18 1.11
H -0.16 0.82 1.88
H -1.56 1.91 1.35
H -1.01 1.34 -0.95
H 0.37 2.12 -0.16
H -1.19 -0.97 1.18
H -2.42 -0.21 1.92
H 2.15 -2.52 -1.78
H 3.14 -1.71 -2.53
O 2.88 -2.59 -2.41
```

HOMO (eV): -2.5
Orbital gap (eV): 6.56
Charge: -1
LUMO (Ha): 0.148


Name the most stable of them. arrangement A.


Arrangement A

The following is a DFT calculation (wB97M-V/def2-TZVPD) of 2 unconnected molecules or ions with the total composition C2H8NOS.

Geometry as XYZ:
```
13
C2H8NOS (wB97M-V/def2-TZVPD)
C -0.04 1.43 0.87
C -0.43 0.21 0.02
S 0.46 -1.39 0.49
N 1.37 1.55 0.98
H -0.48 1.22 1.87
H -0.49 2.52 0.69
H -0.10 0.40 -1.10
H -1.49 0.08 -0.02
H 1.62 1.69 -0.02
H 1.80 0.72 1.38
H -1.41 -2.49 -2.01
H -0.21 -2.90 -1.15
O -0.59 -3.04 -2.00
```

HOMO (eV): -2.8
Orbital gap (eV): 7.02
Charge: -1
LUMO (Ha): 0.155


Arrangement B

The following is a DFT calculation (wB97M-V/def2-TZVPD) of 2 unconnected molecules or ions with the total composition C2H8NOS.

Geometry as XYZ:
```
13
C2H8NOS (wB97M-V/def2-TZVPD)
C -1.09 1.72 0.77
S 0.37 1.61 1.75
H -0.90 2.01 -0.29
H -1.69 2.62 1.28
H -1.81 0.89 0.73
N -0.29 -1.62 -0.55
C 0.85 -1.01 -1.10
O 1.97 -0.93 -0.11
H -0.09 -2.43 0.10
H -0.74 -0.93 0.07
H 0.51 -0.03 -1.44
H 1.34 -1.48 -1.89
H 1.56 -0.41 0.68
```

HOMO (eV): -2.6
Orbital gap (eV): 6.79
Charge: -1
LUMO (Ha): 0.155


Name the most stable of them. arrangement A.